This record from the Open Molecules 2025 dataset describes a cluster of 2 separate species, C3H9NO2S2 in total. The level of theory is ωB97M-V/def2-TZVPD.

Positions of all 17 atoms, in Å:
N  -0.2058  0.9375  1.7127
C  -1.1193  0.1687  0.9272
O  -2.1412  -0.2466  1.4493
C  -0.6778  -0.2643  -0.4986
C  -0.5631  0.9533  -1.4943
S  -0.5465  0.4203  -3.2222
S  0.9493  -0.9133  -3.4246
H  0.3169  1.7486  1.3082
H  -0.5093  1.0733  2.6565
H  0.2346  -0.8211  -0.4366
H  -1.2434  -1.1806  -0.8816
H  0.3408  1.7568  -1.1508
H  -1.4163  1.6625  -1.4078
H  0.7707  -1.9011  -2.5800
O  2.2420  -0.8896  2.4661
H  1.3210  -0.7290  1.9476
H  2.2472  -1.7754  2.6291

Computed properties:
* frontier orbital gap: 9.33 eV
* structure (SMILES): NC(=O)CCSS.O
* HOMO: -9.037 eV

***

This record from the Open Molecules 2025 dataset describes an isolated molecule of C3H9NO3. The level of theory is ωB97M-V/def2-TZVPD.

Positions of all 16 atoms, in Å:
C  -1.2809  -0.8202  0.6893
C  -0.1065  -0.0973  0.0679
C  -0.3378  0.3870  -1.3468
N  1.1655  -1.1943  0.0329
O  2.2770  -0.7545  -0.6744
O  0.5780  0.7412  0.9007
O  -0.5616  1.9139  1.0630
H  -2.1176  -0.1282  0.7592
H  -1.0261  -1.1575  1.6917
H  -1.5614  -1.6673  0.0683
H  -1.2029  1.0453  -1.3678
H  0.5340  0.9219  -1.7151
H  -0.5158  -0.4744  -1.9868
H  1.4495  -1.3908  0.9949
H  2.6893  -0.0120  -0.2026
H  0.0172  2.6872  1.0256

Computed properties:
* frontier orbital gap (spin up / spin down): 9.46 / 9.46 eV
* structure (SMILES): CC(C)(NO)OO
* HOMO (spin up / spin down): -9.298 / -9.298 eV

***

This record from the Open Molecules 2025 dataset describes an isolated molecule of C3H9NO3. The level of theory is ωB97M-V/def2-TZVPD.

Positions of all 16 atoms, in Å:
C  -1.6268  -0.5446  0.7282
C  -0.7029  0.2972  -0.1359
N  -1.4214  0.9278  -1.1924
O  0.3463  -0.5703  -0.6973
C  1.5458  -0.5869  -0.0860
O  2.4412  0.6443  -0.2677
O  1.4811  -0.6060  1.2824
H  -2.4361  0.0762  1.1040
H  -1.0717  -0.9631  1.5627
H  -2.0428  -1.3590  0.1378
H  -0.2111  1.0654  0.4706
H  -0.8052  1.4351  -1.8166
H  -1.9278  0.2426  -1.7413
H  2.1515  -1.3845  -0.5321
H  1.9152  1.4553  -0.2781
H  2.3647  -0.1295  1.4617

Computed properties:
* frontier orbital gap: 10.78 eV
* structure (SMILES): C[C@H](N)OC(O)O
* HOMO: -10.021 eV

***

This record from the Open Molecules 2025 dataset describes a cluster of 2 separate species, C3H9NO3 in total. The level of theory is ωB97M-V/def2-TZVPD.

Positions of all 16 atoms, in Å:
C  -0.1434  2.5912  0.0608
N  1.2557  2.1644  0.1111
C  1.5082  0.7936  -0.1824
C  1.2541  -0.1554  1.0052
O  0.6793  0.1862  1.9956
O  1.7758  -1.4153  0.8829
H  -0.3477  3.0807  -0.8858
H  -0.8053  1.7177  0.0683
H  -0.3306  3.2453  0.9126
H  1.6947  2.4553  0.9671
H  0.8003  0.4283  -0.9348
H  2.5198  0.6289  -0.5445
H  2.4336  -1.5865  1.5821
O  -4.1425  -4.3094  -1.5748
H  -3.5138  -4.7351  -2.1731
H  -4.6381  -5.0899  -1.2905

Computed properties:
* frontier orbital gap: 9.52 eV
* structure (SMILES): CNCC(=O)O.O
* HOMO: -8.859 eV

***

This record from the Open Molecules 2025 dataset describes an isolated molecule of C3H9NO3. The level of theory is ωB97M-V/def2-TZVPD.

Positions of all 16 atoms, in Å:
N  -1.4642  -0.9091  1.0782
C  -1.1019  0.3312  0.4498
O  -1.9791  0.5607  -0.6189
C  0.5062  0.6764  -0.1084
O  1.3737  0.8478  0.9812
C  0.7482  -0.5808  -0.8321
O  2.1591  -0.3140  -1.5140
H  -0.7710  -1.1325  1.7910
H  -1.4479  -1.6673  0.4008
H  -1.2369  1.1178  1.2010
H  -2.8557  0.3152  -0.2779
H  0.4514  1.5555  -0.7527
H  1.7957  1.7170  0.8819
H  0.0973  -0.7596  -1.6842
H  0.9130  -1.4543  -0.2021
H  2.8122  -0.3039  -0.7936

Computed properties:
* frontier orbital gap: 9.71 eV
* structure (SMILES): N[C@H](O)[C@@H](O)CO
* HOMO: -9.027 eV

***

This record from the Open Molecules 2025 dataset describes a cluster of 2 separate species, C3H9NO3 in total. The level of theory is ωB97M-V/def2-TZVPD.

Positions of all 16 atoms, in Å:
C  -1.4861  -2.0151  -0.3357
N  -1.5211  -0.5595  -0.1140
C  -0.2141  0.0140  -0.4579
C  -0.2401  1.5082  -0.2364
O  -1.2025  2.2026  -0.4013
O  0.9704  1.9808  0.0860
H  -2.1380  -2.3077  -1.1680
H  -1.8590  -2.5215  0.5551
H  -0.5275  -2.4513  -0.6140
H  -2.2047  -0.1336  -0.7052
H  0.0349  -0.1662  -1.5132
H  0.5713  -0.4733  0.1110
H  1.1046  2.9534  0.1128
O  3.1820  0.3617  1.5827
H  2.5595  0.6622  2.2255
H  2.9702  0.9453  0.8725

Computed properties:
* frontier orbital gap: 9.71 eV
* structure (SMILES): CNCC(=O)O.O
* HOMO: -9.289 eV

***

This record from the Open Molecules 2025 dataset describes a cluster of 2 separate species, C3H9NO3 in total. The level of theory is ωB97M-V/def2-TZVPD.

Positions of all 16 atoms, in Å:
N  1.5302  0.0279  -0.5171
C  0.2249  0.5955  -0.7231
C  -0.5833  -0.6497  -1.1401
C  -2.0705  -0.6500  -0.7234
O  -2.6928  0.3242  -0.4822
O  -2.6403  -1.8315  -1.1708
H  1.6674  -0.6556  -1.3080
H  1.5311  -0.6318  0.3737
H  -0.3782  0.9538  0.1659
H  0.3190  1.2698  -1.5389
H  -0.4176  -1.4119  -0.3664
H  -0.2281  -1.0814  -2.1179
H  -3.5363  -1.7746  -1.4605
O  4.7538  1.8282  3.8838
H  5.5821  2.3355  3.6950
H  3.9564  2.4592  3.8493

Computed properties:
* frontier orbital gap: 9.77 eV
* structure (SMILES): NCCC(=O)O.O
* HOMO: -9.180 eV

***

This record from the Open Molecules 2025 dataset describes a cluster of 2 separate species, C3H9NO3 in total. The level of theory is ωB97M-V/def2-TZVPD.

Positions of all 16 atoms, in Å:
C  -0.5289  -1.7245  0.4687
C  -0.5302  -0.2532  1.0583
N  -1.2984  0.7206  0.3592
C  -0.5405  1.3488  -0.6521
O  0.7081  1.3080  -0.7233
O  -1.3691  1.5986  -1.7495
H  -0.4721  -2.4176  1.4902
H  -1.4781  -2.1126  -0.0315
H  0.3371  -2.0683  -0.1121
H  -0.9633  -0.3259  1.9923
H  0.5686  -0.0310  1.0527
H  -2.2283  0.5177  0.0666
H  -0.8608  2.2591  -2.3052
O  3.0666  0.0303  -0.4145
H  3.2960  0.6398  0.2825
H  2.2932  0.5102  -0.7824

Computed properties:
* frontier orbital gap: 10.77 eV
* structure (SMILES): CCNC(=O)O.O
* HOMO: -10.261 eV

***

This record from the Open Molecules 2025 dataset describes a cluster of 2 separate species, C3H9NO3 in total. The level of theory is ωB97M-V/def2-TZVPD.

Positions of all 16 atoms, in Å:
C  -1.4763  -1.5478  -1.7121
N  -1.2203  -0.7460  -0.5100
C  0.1015  -0.9645  0.0550
C  0.1996  -0.2943  1.4024
O  -0.5116  0.5805  1.8139
O  1.3683  -0.5936  2.0213
H  -2.4635  -1.2911  -2.0680
H  -0.7739  -1.3346  -2.4926
H  -1.4641  -2.6176  -1.4806
H  -1.8663  -1.1375  0.1675
H  0.2693  -2.0265  0.2960
H  0.8536  -0.6600  -0.6669
H  1.5129  0.1102  2.6688
O  1.2693  2.9886  -2.2632
H  1.6780  3.5241  -2.9562
H  0.5075  3.5176  -2.0038

Computed properties:
* frontier orbital gap: 9.95 eV
* structure (SMILES): CNCC(=O)O.O
* HOMO: -9.195 eV

***

This record from the Open Molecules 2025 dataset describes a cluster of 2 separate species, C3H9NO3P in total. The level of theory is ωB97M-V/def2-TZVPD.

Positions of all 17 atoms, in Å:
C  0.1387  1.6474  -0.0730
C  1.4785  -0.0041  0.8591
C  -0.4713  -0.8308  -1.8137
N  0.1680  0.4757  0.4172
O  -0.6189  -2.2203  0.5756
O  -2.3969  -0.3522  0.0648
O  -0.3877  0.4186  2.2085
P  -1.0043  -0.9492  -0.0262
H  0.9611  2.3223  0.0409
H  -0.7641  1.9951  -0.6963
H  -1.3418  0.5629  2.1765
H  2.3572  0.1532  0.2059
H  1.8497  0.4678  1.7756
H  1.3750  -1.0507  1.0520
H  -0.4003  -1.8518  -2.3372
H  -1.4107  -0.4642  -2.3984
H  0.4678  -0.3196  -2.0312

Computed properties:
* frontier orbital gap (spin up / spin down): 7.32 / 7.32 eV
* HOMO (spin up / spin down): -3.485 / -3.488 eV
* charge: -1

***

This record from the Open Molecules 2025 dataset describes an isolated molecule of C3H9NO3S. The level of theory is ωB97M-V/def2-TZVPD.

Positions of all 17 atoms, in Å:
C  1.1984  -0.2604  1.3601
C  -0.1311  1.4571  0.3438
C  0.6790  -0.4191  -1.0353
N  0.2172  -0.0543  0.3275
O  -2.2052  0.3674  -1.4409
O  -2.0342  -2.0717  -1.3840
O  -0.9643  -0.8092  0.5433
S  -2.5437  -0.8855  -0.7154
H  1.3390  -1.3076  1.2356
H  2.0126  0.3757  1.3916
H  0.5911  -0.2057  2.2107
H  -0.5378  1.8973  -0.5484
H  -0.8765  1.7489  1.1018
H  0.8314  1.8372  0.5380
H  0.2531  0.2576  -1.6965
H  1.7077  -0.4547  -1.1085
H  0.4632  -1.4731  -1.1235

Computed properties:
* frontier orbital gap: 9.94 eV
* HOMO: -9.430 eV

***

This record from the Open Molecules 2025 dataset describes a cluster of 2 separate species, C3H9NO4 in total. The level of theory is ωB97M-V/def2-TZVPD.

Positions of all 17 atoms, in Å:
O  0.8924  -1.9445  0.9398
C  0.0488  -1.4847  0.2162
O  -1.2028  -1.9489  0.2220
N  0.2860  -0.4230  -0.6182
C  -0.6846  0.5782  -0.9842
C  -1.2840  1.3184  0.2055
O  -1.9342  2.4818  -0.3151
H  -1.7630  -1.6976  -0.5077
H  1.2397  -0.2711  -0.8866
H  -1.4543  0.1914  -1.6844
H  -0.1587  1.2752  -1.6430
H  -2.0010  0.7521  0.7984
H  -0.5107  1.6403  0.9315
H  -1.6148  3.2407  0.1416
O  3.6443  -0.9585  1.1613
H  3.6783  -1.5503  0.4049
H  2.8185  -1.1996  1.6181

Computed properties:
* frontier orbital gap: 10.54 eV
* structure (SMILES): O=C(O)NCCO.O
* HOMO: -10.098 eV

***

This record from the Open Molecules 2025 dataset describes a cluster of 2 separate species, C3H9NO4 in total. The level of theory is ωB97M-V/def2-TZVPD.

Positions of all 17 atoms, in Å:
O  2.0277  1.1118  0.7815
C  1.5592  0.7800  -0.2955
O  2.4077  -0.0425  -1.0829
C  0.2200  -0.1784  0.0019
C  -0.6919  0.4620  1.0334
O  -1.6581  -0.3860  1.4313
N  -0.3434  -0.6884  -1.0949
H  1.2815  1.5954  -0.9794
H  0.7206  -1.0378  0.4760
H  -0.0546  0.7025  1.9119
H  -1.0739  1.4201  0.6323
H  -2.1817  -0.6390  0.4913
H  3.1357  -0.1331  -0.4621
H  0.3236  -1.2590  -1.5671
H  -1.3907  -0.9295  -1.0999
H  -3.7935  -0.8828  -0.6161
O  -2.8573  -0.7293  -0.6692

Computed properties:
* frontier orbital gap: 5.34 eV
* HOMO: -9.370 eV

***

This record from the Open Molecules 2025 dataset describes an isolated molecule of C3H9NOS. The level of theory is ωB97M-V/def2-TZVPD.

Positions of all 15 atoms, in Å:
C  -2.2824  0.9274  0.2000
N  -1.2953  -0.0886  -0.0856
S  0.1731  0.3183  -0.0029
C  0.9720  0.2137  1.5808
C  1.0788  -0.6679  -1.2517
O  0.5941  1.7015  -0.2985
H  -2.6749  0.4646  1.0277
H  -2.9576  1.0046  -0.7005
H  -1.6824  1.8757  0.3750
H  0.9634  -0.8495  1.9421
H  1.9515  0.6948  1.5177
H  0.2315  0.9011  2.1948
H  0.7302  -0.4121  -2.2598
H  2.1483  -0.3137  -1.1702
H  0.9545  -1.7531  -1.1944

Computed properties:
* frontier orbital gap: 9.58 eV
* structure (SMILES): CN=S(C)(C)=O
* HOMO: -8.830 eV

***

This record from the Open Molecules 2025 dataset describes a cluster of 3 separate species, C3H9NOS in total. The level of theory is ωB97M-V/def2-TZVPD.

Positions of all 15 atoms, in Å:
C  -0.2813  0.4720  -0.3200
C  -0.6256  -0.9575  0.3004
C  1.1318  0.7829  -0.0646
H  -2.0235  1.3727  -0.5110
H  -0.6380  2.5187  0.8718
H  -0.5851  0.4827  -1.3612
H  -1.8381  -1.3854  0.4913
H  -0.5454  -0.8466  1.3968
H  -0.4089  -3.0646  -0.4064
H  0.9933  1.8530  -0.2466
H  1.0945  0.5625  1.0754
H  1.9315  -1.1646  -0.5375
N  -1.1952  1.3575  0.3483
O  0.3941  -1.9524  -0.1762
S  2.5957  -0.0309  -0.8603

Computed properties:
* frontier orbital gap: 8.46 eV
* HOMO: -8.768 eV

***

This record from the Open Molecules 2025 dataset describes a cluster of 2 separate species, C3H9NOS in total. The level of theory is ωB97M-V/def2-TZVPD.

Positions of all 15 atoms, in Å:
C  1.0015  2.6715  0.0722
C  1.8296  1.3835  -0.0188
S  0.9208  0.3179  -1.2974
H  0.3103  2.7798  -0.7650
H  0.3067  2.5802  0.9161
H  1.5688  3.5792  0.2598
H  1.7203  0.7312  0.8326
H  2.8714  1.4926  -0.3096
H  0.4451  -0.5347  -0.3222
C  -2.3481  -2.3987  0.4894
N  -1.4486  -2.6564  -0.5856
O  -2.9938  -1.4032  0.5612
H  -2.4153  -3.2399  1.1960
H  -0.8862  -3.4661  -0.3271
H  -0.8825  -1.8370  -0.7016

Computed properties:
* frontier orbital gap (spin up / spin down): 8.61 / 4.02 eV
* 2S+1: 2
* HOMO (spin up / spin down): -13.454 / -13.447 eV
* charge: +1
* <S²>: 0.75